# 1
Computed, not measured: a cluster of 7 separate species, C64H78BBr2FN2O6 in total at a distorted geometry, with ωB97M-V/def2-TZVPD.

Atoms and positions in Å:
Br -3.77142 0.91502 2.44916
Br -0.51012 3.84027 4.22964
F 5.78560 -2.93462 -0.81969
O 5.92007 0.68156 -0.76234
O 0.28745 -0.38548 3.42978
O 1.40843 5.96458 -1.42501
O 7.57091 2.94982 -2.74503
O 2.13806 4.81401 0.59115
O 3.57977 -2.83147 -1.01796
N 2.39414 -0.43048 1.60854
N 2.51575 1.61028 -0.65256
C 6.32499 -7.03332 -0.02164
C -2.20066 -8.62790 -2.72555
C 4.65687 0.55317 -1.41601
C -3.30388 1.11242 -4.65831
C -2.15002 2.68980 4.27397
C -1.83040 8.43062 2.23973
C -1.59140 5.00588 1.24599
C 7.41637 -7.69181 0.53263
C -3.00456 -7.67596 -3.34200
C -1.79960 -1.85206 7.24152
C -2.32469 6.09979 0.32964
C 7.89661 -5.75966 1.88514
C 6.81084 -5.09819 1.32421
C -3.98565 -2.81460 6.94189
C -2.91134 -10.27028 -4.33635
C -3.47559 3.53905 4.12220
C -2.82960 1.78024 -3.53521
C 1.56771 8.02585 4.32057
C -2.03301 1.42715 3.30088
C 4.51652 -1.48406 0.81811
C -2.63684 1.08918 -2.34475
C 1.41432 0.53795 1.40165
C 8.20091 -7.05623 1.48732
C -3.20425 -2.39767 0.72507
C -3.75533 -8.01918 -4.45950
C -1.94521 3.51204 0.81954
C 1.49411 1.50447 0.29143
C -4.32097 -4.64879 -8.08142
C -3.18753 7.60853 2.35251
C -2.58914 -4.97544 -0.11463
C 7.84058 5.21024 -3.61640
C -0.69571 7.77042 3.14880
C 0.25644 0.55232 2.37494
C 6.41319 2.03772 -0.76829
C -3.99022 -3.02099 -0.23822
C -2.90929 -0.27255 -2.27991
C -1.64363 -1.77611 5.86190
C -2.11483 -3.06570 1.27213
C -4.63127 -4.83131 -5.32484
C 3.38982 -0.39350 0.68453
C -5.64744 -5.26477 -6.16900
C 0.42154 3.54867 -1.00610
C -2.66230 -2.21272 5.02264
C -3.46030 -4.30728 -5.85947
C -1.80606 -4.35377 0.85043
C -0.87127 1.49076 2.25503
C -0.80485 2.47521 1.09166
C -3.83345 -2.73030 5.56295
C 0.38731 8.84829 3.61078
C -2.15313 -9.92437 -3.22394
C -3.37997 -0.94098 -3.40301
C -3.71090 -9.31658 -4.95574
C 6.02381 -5.73499 0.37198
C -3.57179 6.75468 1.06896
C 4.53099 -2.47465 -0.40344
C 0.34513 2.49059 0.16441
C -5.49357 -5.16938 -7.54675
C -2.96930 -2.37306 7.78152
C -3.30289 -4.22038 -7.23757
C -3.68442 -4.31137 -0.65616
C 7.67328 4.31495 -2.29181
C 7.76541 2.06854 -1.61134
C -3.58162 -0.24811 -4.59193
C 3.42940 0.62967 -0.40953
B 1.36242 4.82004 -0.61246
H 4.57204 -0.41798 -1.99601
H -0.58902 3.84565 -1.39250
H 1.12840 5.75530 -2.33412
H -1.50464 -2.58190 2.02686
H -1.61097 -8.35883 -1.85635
H -3.11421 6.88843 3.21859
H 8.62651 2.40672 -0.95121
H -4.89700 -3.22339 7.36275
H 6.72552 4.63156 -1.76913
H -1.49169 8.57336 1.17651
H 8.04481 1.06738 -2.03306
H 1.00016 -0.11993 4.04601
H -2.17483 3.55344 -0.29091
H -3.95399 -0.76898 -5.46692
H 9.05007 -7.57124 1.92186
H -1.52492 -10.66644 -2.74415
H -0.11262 9.57079 4.32133
H 7.65528 -8.70222 0.22049
H 1.44864 6.91756 4.12685
H -4.16954 7.42678 0.38608
H 8.85419 5.68729 -3.55270
H -2.75433 -0.81197 -1.35338
H -1.12583 7.32018 4.08841
H -1.00790 -1.50544 7.89645
H -2.16967 2.29019 5.33203
H 4.51003 1.36540 -2.19359
H -6.55993 -5.67603 -5.75232
H -4.84126 -2.50067 -0.66376
H -4.29929 -4.79925 -1.40468
H -4.62829 -3.06919 4.90798
H 2.58193 8.31673 3.92193
H -3.04505 -6.66479 -2.95109
H 7.77437 4.53830 -4.52109
H -1.79062 0.54657 3.96832
H -3.45733 1.65221 -5.58592
H -4.39715 2.94448 4.39536
H -2.34607 -5.97942 -0.44497
H -2.92280 3.25934 1.31370
H -4.75272 -4.90223 -4.24932
H -3.44232 -1.39014 1.04863
H -2.38690 -3.81777 -7.65424
H 7.00370 5.95659 -3.63158
H -3.08944 -2.43536 8.85712
H -2.87822 -11.28293 -4.72154
H 0.95694 3.05655 -1.88186
H 5.50351 -0.96765 0.97228
H -2.01977 9.44898 2.69404
H -2.04799 5.15120 2.27300
H 5.17624 -5.22063 -0.06373
H -2.66865 -3.96671 -5.20107
H -0.95428 -4.87303 1.27456
H -6.28821 -5.50200 -8.20507
H -1.61751 6.86707 -0.08074
H 8.50686 -5.26442 2.63167
H -3.41201 4.34830 4.91762
H -4.30362 5.96036 1.42132
H 8.59864 4.44552 -1.65661
H 4.34893 -2.12435 1.73164
H -2.54322 -2.14929 3.94728
H -3.99876 8.34649 2.64066
H 0.77487 9.38274 2.69593
H 6.70950 2.26933 0.30400
H -0.12838 6.98061 2.57402
H 5.66459 2.80202 -1.11023
H -2.61059 2.84141 -3.58792
H -2.77089 5.55750 -0.56491
H -4.37670 -7.27468 -4.94367
H -4.29949 -9.58485 -5.82574
H 6.57714 -4.08449 1.63029
H 1.48540 8.21700 5.42439
H -2.27286 1.61102 -1.46624
H -3.59094 -2.00389 -3.35206
H -0.72927 -1.37620 5.43999
H 1.49292 4.89036 1.32413
H -4.20013 -4.57660 -9.15621
H -3.57213 4.07793 3.14539
H -0.49585 5.20425 1.37154
H 5.70933 -7.53168 -0.76148

Summary:
Energy above the lowest of the compared OMol25 structures with the same formula, charge and spin in kcal per mole: 78.2
Total charge: 0
LUMO in eV: -0.74
Molar mass in g/mol: 1160.95
SMILES string: CCCCCCCCCc1c([C@H](Br)[C@H](C)Br)c(O)c2nc(CC(=O)F)c(COCCOCC)nc2c1CB(O)O.c1ccccc1.c1ccccc1.c1ccccc1.c1ccccc1.c1ccccc1.c1ccccc1
Multiplicity: 1
Frontier orbital gap in eV: 7.8



# 2
Computed, not measured: a structure of composition C19H17FeN3O3 at a distorted geometry, with ωB97M-V/def2-TZVPD.

Atoms and positions in Å:
Fe 0.01011 0.40139 0.42927
O -0.18050 1.72405 1.55130
O 0.10975 -4.12540 -4.72516
O 1.36395 -5.27059 -3.18194
N 0.22653 -1.08349 -0.85374
N 1.16927 -0.94629 1.54281
N -1.08176 1.11034 -1.22492
C -1.09276 0.26351 -2.27483
C 0.30385 4.02020 2.05081
C -0.34017 -1.00234 -2.06780
C 1.59915 -0.76983 2.80080
C -2.44644 1.78502 -3.51046
C -0.21136 -2.02179 -2.97934
C 0.65921 -4.37576 -3.65142
C 2.35435 -1.72003 3.45370
C 0.51707 -3.15243 -2.62765
C -0.30144 2.72564 2.55840
C -1.76034 2.86662 2.94900
C 0.93535 -2.16719 -0.50063
C 2.23288 -3.06870 1.47437
C -1.73737 2.27755 -1.29827
C 1.47624 -2.08146 0.88109
C 1.10091 -3.21934 -1.36690
C 2.67550 -2.88587 2.77586
C -1.76656 0.57818 -3.43529
C -2.43532 2.64976 -2.42730
H -2.34835 3.24898 2.11109
H 1.32368 0.16285 3.27615
H -2.17391 1.90688 3.26064
H 0.26621 2.39104 3.43127
H -1.68357 2.91093 -0.42197
H -0.26931 4.40900 1.20562
H 2.47166 -3.96904 0.92534
H 1.66279 -4.11260 -1.11829
H -0.65617 -1.99638 -3.96770
H 1.33671 3.86894 1.73578
H 2.68128 -1.54606 4.46877
H -1.84994 3.56665 3.77914
H 3.26890 -3.65098 3.26012
H -2.98393 2.04898 -4.41253
H 0.29087 4.76453 2.84644
H -2.95635 3.59597 -2.45382
H -1.76065 -0.11144 -4.26782

Summary:
Total charge: +1
LUMO (alpha / beta) in eV: -4.66 / -6.33
Molar mass in g/mol: 391.21
Multiplicity: 6
Frontier orbital gap (alpha / beta) in eV: 5.9 / 4.2



# 3
Computed, not measured: an isolated molecule of C20H22N4O6S at a distorted geometry, with ωB97M-V/def2-TZVPD.

Atoms and positions in Å:
S 1.93693 2.70555 -0.67262
O -1.09269 -0.38010 -1.02225
O 5.07348 1.32257 -1.56326
O -1.60805 -1.98240 1.09432
O -3.20295 2.83117 1.25575
O -4.10800 -0.17219 -0.44071
O -0.07269 1.90738 0.86520
N 4.20950 0.45813 0.34385
N 0.91984 0.89746 2.53531
N 1.87734 1.32758 1.68534
N -2.52882 0.69290 1.59589
C -3.21608 1.65704 0.93549
C 4.40119 1.43163 -0.56058
C -0.21875 1.24939 2.04300
C 2.30033 -1.68755 -0.33547
C 4.65519 -0.89201 0.08887
C 3.70037 2.74153 -0.19854
C -4.87311 -0.31839 -1.52860
C 1.28175 -0.96166 -0.94286
C -2.42959 -2.82429 0.30511
C -1.57727 1.04775 2.61427
C 0.71173 -2.55814 1.24197
C -0.30930 -1.86694 0.61726
C -4.01729 1.15431 -0.19197
C 1.26114 1.92310 0.70567
C -0.02665 -1.04141 -0.48412
C 2.00864 -2.47066 0.77137
C 3.70348 -1.62551 -0.87025
C -5.28715 0.89175 -2.00036
C -0.88499 0.46085 -2.13180
C -4.73272 1.85433 -1.12990
H -1.86611 0.86168 -2.38229
H 4.71960 -1.41327 1.04447
H -2.51088 -2.45058 -0.71877
H 4.13073 3.55369 -0.78291
H 3.51994 0.60266 1.07823
H -2.03486 -3.84542 0.28843
H -1.91340 1.99651 3.05307
H -3.41075 -2.81724 0.77584
H -4.83534 2.91844 -1.17555
H -1.52156 0.27553 3.38274
H -2.44937 -0.23986 1.20367
H 5.64633 -0.83802 -0.36868
H -5.90659 1.07310 -2.85445
H 1.52100 -0.33771 -1.79077
H 2.79268 -3.03044 1.25731
H 4.08290 -2.63785 -1.02223
H 0.47043 -3.17003 2.09701
H 3.71889 -1.10449 -1.82823
H -0.21276 1.29013 -1.89256
H -5.05703 -1.31858 -1.86999
H 3.75070 2.95461 0.86701
H -0.48934 -0.09602 -2.98682

Summary:
Energy above the lowest of the compared OMol25 structures with the same formula, charge and spin in kcal per mole: 42.5
Total charge: 0
LUMO in eV: 0.63
Molar mass in g/mol: 446.48
SMILES string: COc1ccc(CCNC(=O)CSc2nnc(CNC(=O)c3ccco3)o2)cc1OC
Multiplicity: 1
Frontier orbital gap in eV: 9.3



# 4
Computed, not measured: an isolated molecule of C9H10NOP at a distorted geometry, with ωB97M-V/def2-TZVPD.

Atoms and positions in Å:
P 4.42358 0.89890 0.72501
O -2.28229 -0.56551 0.52842
N -3.46204 1.26545 0.11232
C -3.48496 -0.72056 1.07689
C 2.61240 -1.03873 -0.03611
C 1.35098 -1.56066 -0.39815
C -1.17556 1.15583 -0.68343
C 0.06541 0.57241 -0.84331
C -4.23251 0.35939 0.73842
C 0.21385 -0.81149 -0.55520
C 2.76901 0.19043 0.46073
C -2.27508 0.71255 0.02532
H -1.46931 1.99872 -1.25171
H -3.65020 -1.57697 1.67221
H 4.27978 2.10674 -0.02401
H -5.25670 0.62537 0.98832
H 1.19615 -2.67169 -0.59007
H -0.67454 -1.38043 -0.61836
H 4.82649 -0.01097 -0.42736
H 0.80664 1.16357 -1.47432
H 3.59969 -1.55337 -0.09804
H 1.81920 0.84103 0.67243

Summary:
Energy above the lowest of the compared OMol25 structures with the same formula, charge and spin in kcal per mole: 83.8
Total charge: 0
LUMO in eV: -0.44
Molar mass in g/mol: 179.16
SMILES string: P/C=C/C=C\C=C/c1ncco1
Multiplicity: 1
Frontier orbital gap in eV: 7.2



# 5
Computed, not measured: an isolated molecule of C16H15N3O2, with ωB97M-V/def2-TZVPD.

Atoms and positions in Å:
O -0.35795 -3.22490 -0.11103
O -1.96354 1.12744 -0.62299
N -0.31509 4.84321 0.67937
N -0.74983 4.59700 -0.56365
N -0.88918 6.75588 -0.30887
C -1.05694 0.33642 0.03003
C 0.72257 -4.06913 -0.09904
C -1.99335 2.50353 -0.35392
C 2.00840 -3.65954 -0.43550
C -0.84492 3.25566 -1.05757
C 0.68580 -0.15519 1.59755
C -1.07842 -1.00509 -0.34000
C 3.03613 -4.58447 -0.46435
C -0.22035 -1.91544 0.25804
C -0.15953 0.76699 1.00149
C 2.79366 -5.91513 -0.16946
C 0.47485 -5.40842 0.18545
C 0.66735 -1.48886 1.24309
C -0.41160 6.14615 0.79300
C 1.50901 -6.32401 0.14820
C -1.09604 5.76270 -1.13898
H -0.10757 1.79725 1.31496
H 0.09677 2.73716 -0.85347
H -1.47556 5.84739 -2.13620
H 1.31084 -7.36144 0.37268
H -1.01170 3.28201 -2.13603
H 1.37169 0.18033 2.36078
H 2.19573 -2.62433 -0.68118
H -1.77718 -1.33648 -1.09018
H -1.94949 2.70589 0.72319
H 1.32107 -2.19695 1.72900
H 3.60110 -6.63103 -0.19303
H -0.53184 -5.70996 0.42935
H 4.03276 -4.26063 -0.72572
H -0.13294 6.67383 1.68117
H -2.95710 2.85250 -0.73609

Summary:
Energy above the lowest of the compared OMol25 structures with the same formula, charge and spin in kcal per mole: 36.2
Total charge: 0
LUMO in eV: 0.76
Molar mass in g/mol: 281.31
SMILES string: c1ccc(Oc2cccc(OCCn3cncn3)c2)cc1
Multiplicity: 1
Frontier orbital gap in eV: 9.2



# 6
Computed, not measured: a cluster of 4 separate species, C2H13N2O3 in total at a distorted geometry, with ωB97M-V/def2-TZVPD.

Atoms and positions in Å:
O 1.39192 -1.07066 2.56868
O 0.86503 2.01244 -2.79510
O 1.45224 1.97437 1.47983
N -2.25674 -2.48161 -0.57821
N -0.13596 0.59259 -0.51227
C -1.27845 -1.53936 -0.68756
C -0.93588 -0.50287 0.07798
H -1.18851 -0.35455 1.11620
H 0.24980 2.55477 -3.30861
H 0.06487 0.35824 -1.48530
H 1.00612 -1.93403 2.76756
H 0.66122 0.94274 0.03662
H -2.28046 -3.07558 -1.37796
H -0.82555 1.34434 -0.47001
H 1.33462 2.79523 -2.50853
H 2.16675 -1.19476 3.13275
H -0.85340 -1.55710 -1.69663
H 1.26271 1.27384 2.14405
H -2.69376 -2.82304 0.25994
H 1.99341 2.68500 1.83658

Summary:
Energy above the lowest of the compared OMol25 structures with the same formula, charge and spin in kcal per mole: 33.5
Total charge: +1
LUMO in eV: -2.69
Molar mass in g/mol: 113.14
Multiplicity: 1
Frontier orbital gap in eV: 9.8